Here is a 5-piece molecular cluster, C56H128BF4NOP3 overall at a distorted geometry from the OMol25 dataset. Energies are from ωB97M-V with the def2-TZVPD basis set.

```
194
Properties=species:S:1:pos:R:3:forces:R:3
P -1.599787 2.903175 -3.492211 -1.356 0.462 0.480
P -1.579939 -4.044698 -1.341504 0.156 1.286 0.230
P -0.028405 1.182185 4.904766 0.182 -0.184 1.857
F 0.830499 -1.188376 -0.663554 -0.097 0.148 -0.560
F -0.882800 -0.285655 0.581657 0.663 0.271 -0.421
F 0.452667 1.150209 -0.716380 -0.142 -1.058 0.118
F 1.346906 0.061459 1.124788 -0.176 0.276 0.029
O 5.277614 1.411312 1.594661 1.010 0.327 0.077
N 5.205875 -0.911985 -0.793510 -2.339 -0.303 -1.032
C 0.221727 2.891479 4.327150 -1.267 -1.146 -0.029
C -0.294743 -3.216858 -2.371161 -0.290 -1.336 0.828
C 3.721819 -0.609908 4.605908 1.277 0.211 -0.885
C 1.368937 0.129610 4.488024 -0.458 0.226 1.761
C -1.973838 4.507288 -2.622564 1.124 -0.235 0.861
C -5.105276 -4.538671 -5.229975 -1.077 -0.248 0.474
C -0.139791 -0.389636 8.840623 -0.847 -0.384 -0.956
C -3.417930 1.769666 0.191921 0.714 2.760 -0.289
C -3.778788 1.315450 -2.387666 -1.407 1.431 -1.069
C -2.681130 -2.803529 -0.726638 -1.286 0.446 1.501
C -3.282615 -4.448297 -3.577766 -0.373 -0.999 0.984
C 0.867442 3.842190 -4.380997 -1.324 0.980 0.991
C 2.673431 4.425679 -5.928108 1.127 -0.201 -0.748
C 0.141565 -4.184263 0.837535 0.983 0.304 -2.767
C -4.831931 -3.619871 2.613214 0.462 -1.020 -1.491
C -3.613413 -3.446834 1.728767 1.809 1.335 -1.339
C 6.202939 0.381900 1.231072 -1.598 -0.206 -1.348
C -2.300022 1.402978 -2.751546 0.150 0.117 1.426
C -3.922809 0.378988 3.891118 -1.797 0.164 -1.917
C 1.582236 3.619657 2.292016 -0.222 1.405 0.438
C -0.535931 -0.234358 7.348744 -0.341 0.272 -1.714
C -0.874036 -5.006585 0.014782 1.320 0.542 -0.595
C -0.808692 -2.049393 -3.189174 1.840 2.208 -0.165
C -4.159676 2.119771 -1.110729 -0.970 0.061 -0.158
C 0.100970 -1.778355 -4.412699 -2.173 1.103 -0.993
C 5.745977 2.389253 2.576208 -0.892 -1.243 -0.774
C -4.544867 -5.259058 -3.987114 0.756 1.114 -1.034
C -1.716030 6.046379 -0.577356 -0.601 -0.071 1.823
C -2.698412 -5.036717 -2.261542 0.602 -0.243 -1.620
C 1.989245 3.271161 -5.179262 0.753 1.283 -0.523
C 3.794649 -0.794915 -0.212761 0.405 -0.020 -0.287
C 0.103664 2.619726 -3.800899 0.963 1.147 1.277
C -0.136753 -1.857693 9.187794 -1.476 -0.448 0.109
C -2.761238 1.052084 4.463691 2.176 -0.455 -0.014
C 0.821327 -4.875450 1.972175 -0.744 0.506 -0.950
C 4.490956 0.277068 -2.963318 0.268 2.006 2.269
C 0.341977 2.890379 2.816758 -0.600 0.143 -1.740
C -3.873409 -3.314244 0.195036 0.208 0.044 0.115
C -2.583081 1.926725 -6.028844 1.933 -2.167 1.186
C 5.779121 -2.237043 -0.385037 2.440 0.185 0.957
C -5.187496 1.155218 4.270659 -0.490 -0.290 0.464
C 5.041044 -0.951999 -2.332349 0.258 -0.429 0.466
C -1.100693 6.142264 0.853572 -0.439 1.653 -0.657
C -1.438647 0.340603 4.081139 0.331 2.473 -0.376
C 1.361743 -1.073716 -4.090709 1.248 1.427 0.692
C 6.065412 0.219850 -0.337234 -1.448 1.148 1.721
C -1.196905 4.796584 -1.253207 -0.760 -0.387 -2.625
C 1.945064 -3.976684 2.366918 0.709 1.632 1.366
C -1.698433 0.613753 -8.007782 -0.115 -1.054 0.047
C -2.343814 3.091601 -5.097207 -0.767 1.473 -0.639
C 3.717341 -1.782448 5.565307 -0.331 0.494 -0.956
C -1.353336 1.648427 -6.950202 -1.766 0.826 -0.466
C 1.560047 3.824865 0.782221 1.747 -0.727 0.193
C 2.748411 0.493755 5.003072 0.030 -0.953 -0.262
C 5.438607 -3.491697 -1.195779 0.490 0.875 -0.462
C -0.250304 1.199487 6.786707 0.261 -0.959 -0.895
B 0.430887 -0.058305 0.053873 -0.275 0.299 0.881
H -1.855426 -0.400377 -7.571906 0.558 0.538 -0.063
H -1.739765 1.153669 -1.824967 0.114 0.190 -0.605
H 4.333333 -1.762548 -2.494170 0.297 -0.162 -0.045
H -2.882224 -2.615853 2.004331 -1.183 -0.622 0.033
H -1.286769 0.508795 2.993855 0.052 -0.316 0.433
H -2.693150 2.013890 4.024254 0.049 1.216 -0.696
H 2.932286 5.249579 -5.240362 -0.104 -0.272 -0.418
H -5.562963 -2.837820 2.538488 -0.147 0.567 0.259
H -3.983975 -0.660782 4.167734 -0.136 -0.448 0.318
H 0.618574 -3.043100 -1.768961 -0.798 0.270 -0.281
H -3.139618 -2.266228 -1.568072 0.381 -0.206 0.044
H 0.262824 4.521990 -5.062232 0.320 -0.959 0.815
H 5.024484 3.191940 2.518811 0.012 0.323 -0.077
H 5.625832 1.225975 -0.582913 0.270 -1.260 -0.408
H 7.247322 0.519826 1.416465 0.590 0.760 0.519
H 5.906350 -4.341891 -0.740818 0.515 -0.311 0.358
H -1.696794 -5.308417 0.615394 -0.779 -0.480 0.556
H -4.275261 -6.286507 -4.254186 -0.293 0.028 0.522
H 2.614882 2.698206 -4.485735 0.396 0.136 -0.346
H -5.319471 0.902018 5.325109 -0.347 0.455 0.140
H -1.130488 5.226090 1.424417 -0.358 -0.270 0.041
H 3.340252 0.105826 -0.612942 -0.005 -0.018 0.258
H 3.595133 4.094454 -6.448408 -0.233 0.120 0.592
H -1.635271 5.306371 -3.298206 -0.558 -0.247 -0.184
H 4.310904 0.163784 -3.989171 -0.261 -0.431 -1.431
H -2.147200 -5.921341 -2.517059 0.099 -0.873 -0.177
H 0.668718 1.553680 7.216047 0.913 0.135 -0.133
H -1.333789 3.926357 -0.646625 0.168 -0.455 0.715
H -2.729526 0.981514 -5.421478 -0.115 0.828 -0.658
H 1.014821 -0.879284 4.736538 0.410 0.050 -0.120
H 5.209941 1.107561 -2.843912 -0.318 -0.219 -0.231
H -1.548658 6.951499 -1.139868 0.596 0.261 -0.265
H 3.893679 -0.711775 0.858784 -0.126 0.051 0.206
H 0.197743 1.823265 -4.490113 -0.318 -0.949 -0.865
H 1.015436 -3.858807 0.177740 -1.158 -0.494 0.246
H 2.526219 3.207554 2.619683 0.162 -0.827 0.026
H -3.458425 -5.312242 -1.554432 -0.473 -0.246 0.157
H -0.891426 0.585131 -8.733749 -0.010 -0.333 -0.159
H -3.829674 0.384907 2.777853 0.156 -0.092 0.618
H 1.186969 -0.097567 -3.635472 -0.128 0.184 -0.013
H -5.307598 -4.537664 2.246505 -0.229 0.106 0.258
H -0.546051 1.251884 -6.363597 0.622 0.062 0.307
H 0.590261 2.235324 -2.891646 -0.093 0.317 -0.012
H 5.637067 1.925931 3.556833 0.625 0.193 0.179
H 0.280391 1.878271 2.355438 0.302 0.448 0.414
H 0.831480 0.047563 9.032117 0.244 0.266 -0.159
H -4.446888 1.669073 -3.246285 0.943 0.094 0.957
H 5.888566 -0.506539 1.760799 0.157 -0.502 0.155
H -2.638481 0.729730 -8.548152 0.047 0.758 -0.002
H -1.724666 3.815384 -5.637478 0.187 0.068 0.154
H -3.463774 2.037338 -6.601273 -0.910 0.398 -0.658
H -0.537425 3.396572 2.353939 0.450 -0.200 0.445
H 0.072344 -5.103842 2.688918 -0.295 -0.313 1.193
H -4.215727 -4.275779 -0.172060 -0.067 -0.305 0.018
H -2.082990 0.641611 -3.475420 0.382 -0.466 -0.465
H 1.135309 2.967672 0.314709 -0.249 -0.769 -0.469
H -4.091812 0.281417 -2.409791 0.226 -0.575 0.763
H -4.746667 -2.694293 0.024292 0.021 0.525 -0.037
H 2.305125 -4.116892 3.378495 0.128 -0.445 0.261
H 1.790070 -2.847150 2.337657 -0.407 -1.364 -0.356
H -0.070063 6.441620 0.783993 0.613 0.034 -0.030
H -3.052377 4.534722 -2.427954 0.218 0.130 -0.443
H 3.697470 -0.901125 3.516465 -0.716 0.170 0.897
H 2.009570 -0.900456 -4.946064 -0.142 -0.053 -0.344
H -5.014502 2.261488 4.197319 -0.399 -0.988 -0.139
H 1.210138 -5.784256 1.537979 0.190 -0.582 0.360
H 6.981608 0.049826 -0.815040 1.486 0.058 -0.623
H 2.807169 -2.346609 5.551406 -1.006 0.002 0.296
H 6.899107 -2.076104 -0.433930 -1.057 -0.311 -0.239
H -2.511667 -4.345952 -4.337556 0.051 -0.529 -0.254
H -1.199606 -2.152697 9.411750 1.171 -0.028 0.140
H 4.743234 -0.198751 4.652617 -0.182 0.117 0.215
H -2.377036 2.229037 0.162112 -0.884 -1.243 0.036
H -0.747990 -1.061750 -2.661372 -0.160 -1.093 0.373
H 0.538090 -2.057557 9.993548 0.002 -0.250 0.789
H -5.346272 -3.512213 -4.878994 0.478 -0.244 -0.758
H -6.136580 0.821430 3.771510 1.059 0.490 0.172
H 3.562814 0.603868 -2.451792 0.352 -0.207 -0.575
H -0.143004 4.861222 -1.582245 -0.287 0.145 0.714
H -1.582055 6.976605 1.404764 0.096 -0.685 -0.138
H 4.406308 -3.740277 -1.229308 -1.118 0.036 0.023
H 1.596047 2.596547 -5.927511 -0.175 -0.417 -0.104
H 1.025635 4.660022 0.443680 -0.936 1.208 -0.032
H -0.007382 -1.008303 6.676194 -0.352 1.053 1.267
H -2.818695 6.112822 -0.412963 0.532 -0.846 -0.447
H 6.736274 2.729519 2.291629 0.165 0.059 0.403
H 6.028022 -1.201775 -2.734007 -0.189 -0.082 0.036
H -0.872733 0.073698 9.511113 0.227 0.379 -0.324
H 2.758269 -4.202681 1.708371 0.749 0.110 -0.381
H -2.800518 1.306012 5.506938 -0.353 -0.536 0.862
H 3.159833 -1.654910 -0.479594 0.575 0.266 0.019
H -4.354106 -4.609841 -6.040364 -0.680 0.432 0.240
H 4.401900 -2.509230 5.175541 1.025 -0.306 0.561
H 1.464795 0.242853 3.457834 -0.242 -0.278 -2.167
H 2.015564 -1.561946 -3.354311 -0.422 -0.403 -0.049
H 0.393505 -2.670552 -4.827236 0.450 -2.563 -1.061
H -1.338236 -0.706209 4.251786 -0.205 -0.851 0.457
H -1.051587 2.613323 -7.433072 -0.063 -0.762 0.381
H 3.046930 1.389393 4.502704 0.183 0.885 -0.151
H 2.820770 0.634972 6.075511 -0.143 0.113 0.252
H -0.944712 1.950426 7.144931 -0.610 0.007 -0.335
H -5.246428 2.001955 -0.905916 0.565 -0.057 -0.379
H 5.803709 -3.421496 -2.238101 -0.099 -0.082 0.664
H -0.049554 -4.078284 -2.991971 0.261 0.045 -0.656
H -5.264300 -5.139400 -3.168388 0.139 -0.648 -0.094
H -0.672211 3.372986 4.725609 -0.158 0.353 -0.312
H -0.500728 -1.313974 -5.305500 1.030 -0.261 1.804
H 1.033612 3.412359 4.779583 0.858 -0.051 0.644
H -3.861811 2.284080 1.089477 -0.005 -0.699 -0.929
H 1.613753 4.602332 2.801686 -0.196 -0.133 -0.266
H -4.050276 3.179601 -1.381031 0.013 -0.199 0.348
H -3.622457 -3.446398 -3.443543 -0.336 0.906 0.417
H 2.088960 4.811047 -6.796058 -0.126 -0.184 0.965
H -6.107742 -4.931288 -5.552018 1.145 0.030 0.096
H -1.814843 -2.108890 -3.501583 -1.145 -0.609 -0.352
H -3.250599 3.685755 -4.939831 -0.200 -0.269 0.129
H 0.174096 -2.492905 8.374761 0.259 -0.137 -0.491
H -4.470019 -3.834967 3.591608 -0.191 0.166 0.993
H 1.182685 4.523106 -3.516224 -0.083 -0.938 -1.220
H 5.631020 -2.290734 0.711661 -0.404 -0.443 -0.689
H -3.456280 0.716660 0.270567 0.507 -1.144 0.612
H -0.291724 -3.234764 1.052669 -0.473 0.773 0.842
H -1.614316 -0.408378 7.071546 0.766 -0.170 0.965
H -2.063629 -2.098937 -0.188612 0.069 0.570 0.273
H 2.573135 3.962295 0.352798 -0.337 -0.196 0.398
H -0.399278 -5.892899 -0.415170 -0.096 -0.077 0.037
H -2.994359 -4.329582 1.800707 0.169 -0.429 0.484
H 3.906151 -1.335377 6.536053 0.323 -0.772 0.334
```
Forces are in eV/Å.

Output
**Relative energy (zero: lowest compared OMol25 entry of this formula, charge and spin)**: 55.1 kcal per mole
**E**: -103083.142 eV
**Total charge**: +3